{"formula": "C38H78O10", "method": "ωB97M-V with the def2-TZVPD basis set", "total_charge": 0, "total_energy_ev": -61138.336, "gap_ev": 9.5, "lumo_ev": 0.352, "smiles": "C1CCOC1.C1CCOC1.C1CCOC1.C1CCOC1.C1CCOC1.C1CCOC1.C1CCOC1.C1CCOC1.C1CCOC1.CCO", "e_homo_ev": -9.1727, "elements": ["C", "C", "C", "O", "C", "H", "H", "H", "H", "H", "H", "H", "H", "C", "C", "C", "O", "C", "H", "H", "H", "H", "H", "H", "H", "H", "C", "C", "C", "O", "C", "H", "H", "H", "H", "H", "H", "H", "H", "C", "C", "C", "O", "C", "H", "H", "H", "H", "H", "H", "H", "H", "C", "C", "C", "O", "C", "H", "H", "H", "H", "H", "H", "H", "H", "C", "C", "C", "O", "C", "H", "H", "H", "H", "H", "H", "H", "H", "C", "C", "C", "O", "C", "H", "H", "H", "H", "H", "H", "H", "H", "C", "C", "C", "O", "C", "H", "H", "H", "H", "H", "H", "H", "H", "C", "C", "C", "O", "C", "H", "H", "H", "H", "H", "H", "H", "H", "C", "C", "O", "H", "H", "H", "H", "H", "H"], "xyz": [[4.897974, -1.701673, -4.087973], [5.148694, -1.136123, -2.679483], [4.357424, -2.093613, -1.794603], [3.871024, -3.116323, -2.666263], [3.635004, -2.572453, -3.921803], [5.708914, -2.307033, -4.492963], [4.684154, -0.952893, -4.850673], [4.659994, -0.163443, -2.623283], [6.172234, -0.832383, -2.459933], [3.562104, -1.551483, -1.283073], [5.082954, -2.465263, -1.071013], [2.739924, -1.952113, -3.967723], [3.588144, -3.340023, -4.694283], [-1.695316, 3.223727, -4.249173], [-2.231246, 1.954817, -3.661703], [-3.728996, 2.073617, -3.916963], [-4.016526, 3.436357, -3.667693], [-2.855596, 4.211257, -4.062483], [-1.556556, 2.972317, -5.300673], [-0.817946, 3.755797, -3.881463], [-2.051856, 2.036057, -2.589643], [-1.798106, 1.035367, -4.055533], [-4.351976, 1.372897, -3.361103], [-3.847476, 1.991937, -4.997423], [-2.816096, 4.943047, -3.255623], [-3.075366, 4.859357, -4.910873], [3.767594, 0.116567, 3.124497], [3.958614, 1.090287, 2.036237], [5.014434, 0.302567, 1.128487], [5.178284, -0.990983, 1.744807], [5.059514, -0.732463, 3.139127], [2.884564, -0.458613, 2.846057], [3.546964, 0.608777, 4.071677], [4.289914, 2.039027, 2.458417], [3.022474, 1.277157, 1.510107], [6.016474, 0.711227, 0.998077], [4.627884, 0.194947, 0.115027], [5.875844, -0.192293, 3.618647], [4.904764, -1.649543, 3.707537], [-4.830706, -2.508643, -1.116753], [-3.984466, -1.595353, -0.306583], [-2.921286, -1.232763, -1.342313], [-2.915756, -2.271513, -2.325693], [-3.842036, -3.274593, -1.965743], [-5.641376, -2.039633, -1.674363], [-5.397466, -3.242893, -0.544253], [-3.507196, -1.987243, 0.591607], [-4.508346, -0.702253, 0.034047], [-2.008036, -0.921353, -0.835263], [-3.137456, -0.287973, -1.841043], [-3.319186, -4.117423, -1.513663], [-4.263446, -3.607803, -2.914143], [3.177464, -3.741023, 1.395517], [4.420604, -4.647523, 1.485037], [3.954504, -5.960373, 2.086317], [2.839104, -5.504753, 2.885197], [2.555014, -4.102463, 2.745067], [2.623444, -3.998433, 0.492807], [3.532464, -2.726183, 1.216097], [5.047884, -4.286463, 2.300047], [4.962744, -4.832473, 0.557687], [4.758244, -6.429273, 2.653967], [3.546944, -6.723423, 1.423177], [3.052644, -3.625563, 3.589477], [1.502824, -3.822553, 2.693557], [-4.973646, 1.462037, 3.288777], [-3.837906, 1.309397, 2.291657], [-2.595406, 1.659107, 3.126057], [-2.871306, 0.990917, 4.409617], [-4.235186, 1.218147, 4.653727], [-5.669126, 0.692907, 2.952847], [-5.494376, 2.418347, 3.239737], [-3.929696, 1.962917, 1.424137], [-3.831056, 0.273357, 1.952997], [-2.404906, 2.698897, 3.391847], [-1.677176, 1.393327, 2.602307], [-4.379786, 2.052727, 5.339777], [-4.654596, 0.428387, 5.277007], [1.741104, 2.226187, -4.579283], [1.565374, 2.748727, -3.148873], [2.530304, 1.958017, -2.339173], [3.590584, 1.712047, -3.216903], [3.060654, 1.459007, -4.466673], [1.828064, 2.994457, -5.347593], [0.916794, 1.554137, -4.818003], [0.530914, 2.645627, -2.821213], [1.840394, 3.803307, -3.130533], [2.085594, 1.108057, -1.821583], [2.817614, 2.632937, -1.532923], [2.878774, 0.409807, -4.699473], [3.798264, 1.631177, -5.250493], [-0.437526, 5.653747, 0.704767], [-1.817446, 5.749957, 0.137747], [-2.176266, 4.361147, -0.206513], [-1.462836, 3.584947, 0.691667], [-0.479436, 4.340227, 1.434047], [-0.152286, 6.488447, 1.345077], [0.250194, 5.633017, -0.140643], [-1.794466, 6.413117, -0.726993], [-2.461286, 6.168547, 0.911277], [-1.755666, 4.085527, -1.173583], [-3.228666, 4.104647, -0.085063], [0.399854, 3.703937, 1.534447], [-0.811586, 4.570047, 2.446447], [-2.892306, -2.607673, 4.339357], [-2.236216, -3.165813, 3.106547], [-3.245246, -4.093123, 2.483287], [-4.544266, -3.599463, 2.889617], [-4.339826, -2.539553, 3.892857], [-2.522856, -1.605863, 4.558397], [-2.827956, -3.283083, 5.192457], [-1.237856, -3.589113, 3.217007], [-2.216086, -2.370283, 2.361677], [-3.031276, -5.057013, 2.945067], [-3.155186, -4.302213, 1.417327], [-5.035726, -2.679463, 4.720067], [-4.413746, -1.532003, 3.483637], [0.625164, -0.741493, 0.260057], [0.231314, 0.770317, 0.618427], [-0.946296, 1.215757, 0.056767], [0.017504, -1.524573, 0.713527], [1.654344, -0.975643, 0.532177], [0.489014, -0.981423, -0.794463], [0.885994, 1.615447, 0.405727], [0.108934, 0.897027, 1.694097], [-1.180256, 2.039457, 0.490797]], "atomic_forces_ev_per_a": [[-0.359, 0.261, -1.024], [-0.991, 1.446, -1.197], [1.339, -0.003, -0.171], [-0.547, -0.957, 1.740], [1.599, 0.947, -0.370], [0.102, -0.114, 0.299], [0.286, 0.349, 0.090], [-0.173, 0.039, -0.196], [0.223, -1.004, 0.221], [-0.301, -0.237, 0.043], [-0.603, -0.767, 0.255], [-0.337, 0.057, 0.146], [-0.147, -0.194, 0.287], [-0.537, 1.151, -1.229], [0.193, -0.231, 1.721], [0.990, 0.574, -1.095], [-0.111, 0.257, 0.326], [-1.415, 0.127, 0.506], [0.185, 0.682, -0.300], [0.247, -0.826, 0.176], [-0.086, -0.650, 0.321], [0.065, 0.076, 0.059], [-0.076, 0.348, 0.011], [-0.423, -0.887, -0.268], [0.929, -0.108, 0.324], [-0.086, -0.450, -0.583], [-0.444, -0.628, 1.673], [1.321, 0.415, -1.324], [-0.547, 0.175, -0.035], [0.525, 0.527, 0.069], [-2.100, -0.015, -0.022], [0.213, -0.686, 0.379], [0.036, -0.091, 0.155], [0.429, 0.078, -0.435], [0.163, 0.028, -0.218], [-0.076, 0.628, 0.413], [-0.107, -0.399, 0.022], [0.390, 0.201, -0.423], [0.156, -0.238, -0.349], [-1.579, -2.449, 0.878], [0.434, 1.289, -0.035], [-0.194, 1.192, 0.168], [1.485, 0.669, 0.234], [-0.145, 0.841, -1.113], [0.538, 0.479, -0.433], [0.024, -0.014, 0.558], [-0.215, -0.626, -0.135], [-0.122, 0.026, -0.128], [0.704, -1.080, -0.247], [-0.566, 0.039, -0.363], [-0.200, -0.055, 0.513], [-0.187, -0.270, 0.086], [1.764, -0.452, -0.235], [0.280, -0.626, -0.283], [-1.370, 0.933, -0.191], [-0.906, -0.655, 0.878], [0.787, -0.160, -1.219], [-0.580, -0.281, 0.326], [-0.235, 0.212, 0.554], [0.507, 0.613, -0.492], [0.181, 0.455, 0.051], [-0.224, 0.059, 0.495], [0.116, 0.132, -0.415], [-0.115, 0.568, -0.080], [-0.239, -0.750, 0.572], [0.192, -0.650, 0.048], [0.690, 1.329, 0.208], [-0.344, -0.540, 0.460], [0.829, -0.060, -1.446], [-1.371, 0.230, 0.348], [-0.458, -0.028, 0.852], [0.234, 0.052, 0.121], [-0.027, -0.060, -0.085], [0.537, 0.077, -0.003], [-0.753, 0.489, -0.377], [0.079, -0.930, 0.645], [0.215, 0.719, -0.272], [0.156, -0.670, -0.467], [0.123, -0.150, -0.082], [-1.216, 0.645, -0.969], [-0.228, 1.051, 1.177], [1.012, -0.289, 0.996], [-0.338, -0.880, -1.939], [-0.309, 0.122, 0.182], [0.072, 0.026, -0.251], [0.138, 0.036, 0.172], [-0.043, 0.064, 0.177], [0.074, -0.679, -0.493], [0.787, -0.236, 0.166], [-0.288, -0.609, 0.847], [0.203, 0.947, 0.184], [1.575, 0.057, -0.476], [-0.541, 1.990, 0.103], [-0.111, -0.412, -0.775], [0.891, -0.850, 2.562], [-0.627, -0.125, 0.128], [-0.088, -0.041, -0.034], [0.345, -0.108, 0.069], [-0.391, 0.070, 0.058], [-0.363, 0.008, -0.162], [-0.640, 0.106, -0.563], [-0.051, 0.148, -0.472], [0.256, 0.337, -0.332], [-0.403, -0.416, 0.236], [-0.273, -0.555, 0.312], [0.226, 0.834, -1.578], [-0.115, -1.205, 1.533], [0.695, 0.823, 0.300], [0.348, -0.407, -0.462], [0.052, -0.152, 0.348], [0.397, 0.064, 0.102], [-0.107, -0.015, 0.059], [0.715, 0.610, 0.140], [-0.647, -0.528, 0.158], [-0.271, 0.704, -0.166], [-0.158, -0.022, -0.255], [-0.819, -0.063, -0.524], [-0.226, 1.381, -0.199], [0.410, -0.726, 0.835], [-1.560, -1.780, -1.413], [-0.343, 0.506, 0.631], [0.118, 0.247, 0.010], [0.240, 0.528, -0.283], [1.618, -0.793, -0.501], [0.309, -0.746, 0.614], [-0.293, 0.557, -0.141]], "mulliken_charge": [-0.675, 0.133, 0.556, -0.442, -0.453, 0.312, 0.320, -0.396, 0.438, -0.498, 0.180, 0.223, 0.336, -0.445, 0.407, -0.471, -0.466, -0.563, 0.502, 0.089, -0.622, 0.556, 0.350, 0.334, 0.133, 0.321, -0.354, 0.227, 0.204, -0.384, -0.660, 0.049, 0.496, 0.406, -0.476, 0.347, -0.466, 0.336, 0.332, -0.663, 1.142, 1.035, -0.490, -0.527, 0.310, 0.380, -1.064, 0.169, -0.556, -0.470, 0.264, 0.335, 0.484, -0.730, -0.510, -0.471, 0.096, 0.315, -0.514, 0.167, 0.457, 0.293, 0.281, 0.271, -0.106, -0.889, 0.959, 0.529, -0.486, -0.532, 0.321, 0.354, 0.348, -0.761, 0.078, -0.668, 0.334, 0.340, -0.598, 0.535, -0.163, -0.480, -0.365, 0.289, 0.189, -0.564, 0.215, -0.013, 0.328, -0.003, 0.502, -0.658, -0.583, 0.075, -0.350, -0.376, 0.389, 0.258, 0.310, 0.340, -0.292, 0.339, 0.164, 0.249, -0.632, 0.617, -0.688, -0.473, 0.125, 0.244, 0.332, 0.347, -0.566, 0.416, 0.177, 0.395, -0.307, -1.073, -0.193, 0.416, 0.251, -0.184, 0.556, 0.019, 0.476, -0.038]}